Molecular formula: C3H7O
Method: DFT, the ωB97M-V functional and the def2-TZVPD basis

Results
max |F| = 1.85 eV/Å
relative energy (zero: lowest compared OMol25 entry of this formula, charge and spin) = 4.6 kcal per mole
LUMO energy = 4.5 eV
E_HOMO = -2.021 eV
total charge = -1

Last column: Mulliken charge in e.
Cartesian coordinates (Å):
O 1.067 -0.022 -1.529  -0.775
C -2.114 -0.030 -0.202  -0.776
C 1.575 -0.086 0.805  -0.902
C 1.821 0.117 -0.538  -0.048
H 0.743 -0.640 1.227  0.252
H 2.291 0.354 1.494  0.183
H -2.721 0.774 -0.598  0.250
H -1.075 -0.036 -0.553  0.075
H -2.518 -1.040 -0.243  0.228
H -1.933 0.136 0.868  0.237
H 2.864 0.472 -0.731  0.276

Molecular formula: C6H8N2
Method: DFT, the ωB97M-V functional and the def2-TZVPD basis

Results
max |F| = 5.50 eV/Å
relative energy (zero: lowest compared OMol25 entry of this formula, charge and spin) = 86.3 kcal per mole
LUMO energy = 0.7 eV
E_HOMO = -7.147 eV
total charge = 0

Last column: Mulliken charge in e.
Cartesian coordinates (Å):
N -2.776 0.058 -0.159  -0.617
N 2.668 0.045 0.011  -0.502
C -1.359 -0.018 -0.039  0.368
C 1.306 0.138 -0.120  1.047
C -0.582 -1.201 0.027  -0.644
C 0.621 1.291 -0.136  -0.627
C 0.763 -1.158 -0.082  -0.662
C -0.782 1.292 -0.119  -0.261
H -1.444 2.257 0.082  0.220
H 3.092 -0.841 -0.110  0.156
H -3.117 -1.246 -0.582  0.265
H 1.425 -2.052 -0.215  0.192
H 1.122 2.203 0.133  0.292
H -3.179 0.482 0.989  0.282
H -1.181 -2.092 0.294  0.284
H 3.425 0.844 0.027  0.207